Computed, not measured: an isolated molecule of C4H7NO2 at a distorted geometry, with wB97M-V/def2-TZVPD.

```
14
Properties=species:S:1:pos:R:3:forces:R:3:mulliken_charge:R:1
O -1.9270 1.0839 0.1927 0.027 0.136 0.147 -0.533
C -0.9464 0.1358 0.5176 0.228 -0.156 -0.037 0.245
C -0.6801 -0.8580 -0.6154 -0.143 0.115 -0.106 -0.662
N 0.7446 -1.2588 -0.4719 0.133 0.296 -0.258 -0.450
C 1.4697 -0.1201 0.0949 0.256 0.430 0.030 -0.484
C 0.4250 0.7880 0.6875 0.139 0.456 0.173 0.412
O 0.5916 1.9257 1.0570 -0.226 -0.404 0.046 -0.592
H -1.6507 1.9183 0.6053 -0.062 -0.095 -0.065 0.333
H -1.2035 -0.3927 1.4530 0.131 0.036 -0.159 0.222
H -1.3546 -1.7214 -0.5879 0.302 0.124 0.028 0.319
H -0.8394 -0.3336 -1.5652 -0.157 0.047 0.098 0.301
H 1.1690 -1.1892 -1.3819 -0.473 -1.314 -0.605 0.297
H 1.9161 0.4706 -0.7292 0.070 0.049 0.488 0.261
H 2.2858 -0.4485 0.7436 -0.225 0.281 0.220 0.331
```
Forces are in eV/Å.

Values from the calculation:
M: 101.105 g mol⁻¹
energy relative to the best compared isomer or geometry (same formula, charge and spin): 154.9 kJ/mol
strongest force on any atom: 1.52 eV/Å
multiplicity: 1
calculated total energy: -361.821860 hartree
SMILES string: O=C1CNC[C@@H]1O

***

Computed, not measured: an isolated molecule of C4H7NO2, with wB97M-V/def2-TZVPD.

```
14
Properties=species:S:1:pos:R:3:forces:R:3:mulliken_charge:R:1
O 1.6061 1.8264 -0.0118 0.371 0.299 0.105 -0.461
N 1.4709 0.6289 -0.7738 -0.339 -0.208 -0.502 -0.316
C 0.3315 -0.0435 -0.2687 -0.148 0.057 0.152 0.016
C -0.3087 -1.3565 -0.6417 0.062 -0.080 -0.204 -0.392
C -1.3813 -1.0089 0.4508 -0.096 -0.011 0.115 -0.419
C -0.5673 0.2374 0.6791 0.134 -0.164 -0.308 0.289
O -0.7432 1.2489 1.5532 0.165 0.057 0.004 -0.578
H 2.5638 1.8964 0.0756 -0.112 0.091 0.212 0.338
H 0.2721 -2.2641 -0.4336 -0.069 0.216 0.005 0.215
H -0.6947 -1.4121 -1.6661 -0.056 -0.041 0.148 0.213
H -1.4236 -1.7144 1.2876 -0.005 0.076 -0.129 0.227
H -2.3919 -0.8449 0.0540 0.221 -0.021 0.115 0.209
H 1.2458 0.9723 -1.7134 0.126 -0.255 0.161 0.288
H 0.0204 1.8341 1.4089 -0.252 -0.014 0.128 0.371
```
Forces are in eV/Å.

Values from the calculation:
M: 101.105 g mol⁻¹
energy relative to the best compared isomer or geometry (same formula, charge and spin): 361.9 kJ/mol
strongest force on any atom: 0.64 eV/Å
multiplicity: 1
calculated total energy: -361.743004 hartree
SMILES string: ONC1=C(O)CC1

***

Computed, not measured: an isolated molecule of C4H7NO2 at a distorted geometry, with wB97M-V/def2-TZVPD.

```
14
Properties=species:S:1:pos:R:3:forces:R:3:mulliken_charge:R:1
C -0.6586 1.3575 0.7541 -0.216 -0.127 -0.050 -1.135
C 0.1160 0.8352 -0.4108 -1.601 -0.810 -0.733 0.262
C 1.1325 -0.2009 -0.2765 0.457 0.624 0.535 -0.472
N 0.4775 -1.3765 0.1774 0.048 -0.213 0.017 -0.310
C -0.8129 -1.5592 -0.4140 0.920 0.191 0.145 0.578
O -1.3230 -2.6636 -0.3903 -0.183 1.130 -0.307 -0.614
O -1.2618 -0.4132 -0.9124 1.401 0.915 0.076 -0.519
H -0.9512 0.5380 1.4076 -0.003 0.154 0.077 0.325
H -1.5487 1.7862 0.2937 -0.153 0.087 0.318 0.309
H -0.1607 2.1498 1.3316 0.150 -0.211 -0.342 0.375
H 0.5132 1.6490 -1.0573 -1.188 -0.651 -0.402 0.332
H 1.6602 0.4523 0.4604 0.828 -1.163 0.421 0.243
H 1.8057 -0.3227 -1.1379 -0.402 0.072 0.051 0.323
H 1.0120 -2.2319 0.1744 -0.058 0.001 0.194 0.302
```
Forces are in eV/Å.

Values from the calculation:
M: 101.105 g mol⁻¹
energy relative to the best compared isomer or geometry (same formula, charge and spin): 210.4 kJ/mol
strongest force on any atom: 1.94 eV/Å
multiplicity: 1
calculated total energy: -361.800703 hartree